1.
The following is a DFT calculation (ωB97M-V with the def2-TZVPD basis set) of a 2-piece molecular cluster, C5H14 overall at a distorted geometry.

Values from the calculation:
HOMO level (eV): -11.3
Frontier orbital gap (Eh): 0.454
Structure (SMILES): CCC.CC
Energy relative to the best compared isomer or geometry (same formula, charge and spin) (kJ/mol): 141.4

The geometry in ORCA input format:
```
! RIJCOSX wB97M-V def2-TZVPD def2/J DEFGRID3
* xyz 0 1
C -0.349 2.284 -1.527
C 0.058 0.846 -1.101
C 1.553 0.621 -0.778
H -0.594 2.818 -0.642
H -1.368 2.083 -2.170
H 0.331 2.701 -2.248
H -0.551 0.653 -0.195
H -0.365 0.105 -1.841
H 2.144 1.408 -1.068
H 1.828 0.422 0.262
H 1.922 -0.070 -1.449
C -0.336 -2.133 1.057
C -0.768 -1.323 2.175
H -0.066 -1.696 0.062
H 0.531 -2.793 1.190
H -1.174 -2.727 0.810
H -0.585 -1.688 3.261
H -1.841 -1.171 1.987
H -0.370 -0.342 2.215
*
```

***

2.
The following is a DFT calculation (ωB97M-V with the def2-TZVPD basis set) of a 2-piece molecular cluster, C5H14 overall at a distorted geometry.

Values from the calculation:
HOMO level (alpha / beta) (eV): -15.5 / -15.5
Frontier orbital gap (alpha / beta) (Eh): 0.457 / 0.181
Energy relative to the best compared isomer or geometry (same formula, charge and spin) (kJ/mol): 2.9

The geometry in ORCA input format:
```
! RIJCOSX wB97M-V def2-TZVPD def2/J DEFGRID3
* xyz 1 2
C 0.075 1.675 -0.711
C 0.591 1.292 -2.024
C -1.310 1.179 -0.338
H 0.685 1.073 0.117
H 0.277 2.734 -0.484
H 0.134 0.378 -2.409
H -1.463 0.134 -0.599
H -1.573 1.304 0.710
H -1.955 1.828 -0.965
H 0.497 2.117 -2.745
H 1.689 1.112 -1.990
C 0.730 -1.369 1.339
C -0.142 -2.596 1.627
H 0.741 -1.182 0.253
H 0.323 -0.489 1.844
H 1.750 -1.532 1.673
H -0.122 -2.809 2.696
H 0.238 -3.461 1.081
H -1.185 -2.433 1.344
*
```

***

3.
The following is a DFT calculation (ωB97M-V with the def2-TZVPD basis set) of C5H14BClHgIrN as an isolated structure at a distorted geometry.

Values from the calculation:
HOMO level (alpha / beta) (eV): 2.0 / -1.0
Frontier orbital gap (alpha / beta) (Eh): 0.122 / 0.226
Energy relative to the best compared isomer or geometry (same formula, charge and spin) (kJ/mol): 70.2

The geometry in ORCA input format:
```
! RIJCOSX wB97M-V def2-TZVPD def2/J DEFGRID3
* xyz -2 5
Ir 1.175 0.220 -1.795
Cl -0.805 1.577 -1.593
C 0.357 -1.391 -2.629
C 2.271 1.705 -2.556
H 1.118 -1.741 -3.355
H 0.153 -2.157 -1.853
H -0.579 -1.074 -3.135
H 2.950 1.200 -3.270
H 2.835 2.210 -1.746
H 1.580 2.405 -3.070
Hg -0.101 0.750 1.010
C 0.081 2.364 2.321
C 1.766 -0.120 0.016
H 1.145 2.256 2.552
H -0.220 3.234 1.736
H -0.626 1.996 3.075
H 2.612 0.486 0.423
H 1.622 -1.176 0.369
B -3.240 -2.458 2.461
C -2.241 -1.504 1.870
N -1.478 -0.788 1.392
H -4.213 -2.408 1.736
H -3.464 -2.040 3.579
H -2.698 -3.545 2.462
*
```

***

4.
The following is a DFT calculation (ωB97M-V with the def2-TZVPD basis set) of one molecule with the formula C5H14BN at a distorted geometry.

Values from the calculation:
HOMO level (eV): -9.6
Frontier orbital gap (Eh): 0.379
Structure (SMILES): CB(C)NC(C)C
Energy relative to the best compared isomer or geometry (same formula, charge and spin) (kJ/mol): 125.3

The geometry in ORCA input format:
```
! RIJCOSX wB97M-V def2-TZVPD def2/J DEFGRID3
* xyz 0 1
C -2.663 -1.084 0.000
B -1.373 -0.079 -0.053
C -1.730 1.496 0.052
N -0.056 -0.546 0.039
C 1.251 0.221 0.211
C 1.874 0.490 -1.225
C 2.117 -0.805 0.992
H -2.951 -1.095 -1.021
H -3.532 -0.874 0.533
H -2.494 -2.155 0.184
H -2.649 1.926 0.628
H -2.030 1.749 -0.942
H -0.988 2.235 0.325
H 0.061 -1.486 -0.122
H 0.920 1.052 0.653
H 1.869 -0.516 -1.587
H 1.343 1.234 -1.806
H 2.862 0.795 -1.002
H 2.248 -1.782 0.595
H 1.646 -0.827 1.976
H 3.062 -0.349 1.160
*
```

***

5.
The following is a DFT calculation (ωB97M-V with the def2-TZVPD basis set) of one molecule with the formula C5H14BN at a distorted geometry.

Values from the calculation:
HOMO level (eV): -9.2
Frontier orbital gap (Eh): 0.364
Structure (SMILES): CB(C)NC(C)C
Energy relative to the best compared isomer or geometry (same formula, charge and spin) (kJ/mol): 0.0

The geometry in ORCA input format:
```
! RIJCOSX wB97M-V def2-TZVPD def2/J DEFGRID3
* xyz 0 1
C 2.580 1.014 -0.483
B 1.416 0.058 0.007
C 1.697 -1.376 0.606
N 0.000 0.609 -0.097
C -1.235 -0.038 0.279
C -1.757 -0.944 -0.845
C -2.285 1.009 0.648
H 2.937 0.722 -1.469
H 3.442 0.969 0.179
H 2.271 2.054 -0.552
H 2.365 -1.941 -0.044
H 0.807 -1.979 0.763
H 2.208 -1.293 1.564
H -0.128 1.488 -0.571
H -1.038 -0.660 1.158
H -2.000 -0.354 -1.726
H -0.989 -1.665 -1.114
H -2.647 -1.477 -0.522
H -2.578 1.581 -0.232
H -1.895 1.697 1.395
H -3.171 0.527 1.055
*
```

***

6.
The following is a DFT calculation (ωB97M-V with the def2-TZVPD basis set) of one molecule with the formula C5H14BN at a distorted geometry.

Values from the calculation:
HOMO level (alpha / beta) (eV): -3.1 / -9.4
Frontier orbital gap (alpha / beta) (Eh): 0.132 / 0.237
Energy relative to the best compared isomer or geometry (same formula, charge and spin) (kJ/mol): 50.4

The geometry in ORCA input format:
```
! RIJCOSX wB97M-V def2-TZVPD def2/J DEFGRID3
* xyz 0 3
B -0.154 -0.247 0.018
C -0.482 -1.808 0.029
C -2.757 0.324 -0.035
C 1.611 1.550 0.014
C 2.316 -0.714 -0.031
C -1.323 0.852 0.026
N 1.172 0.172 0.002
H -0.122 -2.297 -0.875
H -1.545 -2.018 0.096
H -0.008 -2.311 0.871
H -2.976 -0.301 0.827
H -3.471 1.148 -0.043
H -2.912 -0.265 -0.937
H 2.303 1.719 0.845
H 2.136 1.794 -0.917
H 0.768 2.223 0.123
H 2.913 -0.603 0.880
H 1.999 -1.748 -0.115
H 2.956 -0.474 -0.886
H -1.188 1.535 -0.819
H -1.236 1.469 0.926
*
```

***

7.
The following is a DFT calculation (ωB97M-V with the def2-TZVPD basis set) of a 2-piece molecular cluster, C5H14INO overall at a distorted geometry.

Values from the calculation:
HOMO level (alpha / beta) (eV): -0.3 / -4.2
Frontier orbital gap (alpha / beta) (Eh): 0.126 / 0.270

The geometry in ORCA input format:
```
! RIJCOSX wB97M-V def2-TZVPD def2/J DEFGRID3
* xyz -1 2
I -9.483 2.982 32.261
C -2.778 2.575 36.099
N -4.039 2.441 35.265
C -3.599 1.945 33.832
C -4.771 1.273 35.959
C -4.818 3.816 35.282
C -6.209 3.747 34.563
O -6.062 3.719 33.154
H -2.206 3.373 35.625
H -2.226 1.636 36.132
H -3.124 2.989 37.046
H -4.494 1.870 33.213
H -3.001 1.035 33.872
H -2.900 2.671 33.416
H -5.143 1.807 36.833
H -4.155 0.379 36.057
H -5.545 1.086 35.215
H -4.111 4.478 34.782
H -5.005 4.155 36.301
H -6.901 4.523 34.892
H -6.833 2.872 34.747
H -6.968 3.688 32.838
*
```

***

8.
The following is a DFT calculation (ωB97M-V with the def2-TZVPD basis set) of C5H14IrN3 as an isolated structure at a distorted geometry.

Values from the calculation:
HOMO level (alpha / beta) (eV): -8.1 / -13.9
Frontier orbital gap (alpha / beta) (Eh): 0.193 / 0.291
Energy relative to the best compared isomer or geometry (same formula, charge and spin) (kJ/mol): 195.3

The geometry in ORCA input format:
```
! RIJCOSX wB97M-V def2-TZVPD def2/J DEFGRID3
* xyz 1 6
C -1.014 1.261 -2.746
Ir -0.460 0.399 -1.076
N 0.624 -1.090 -2.108
H -1.427 1.350 -0.181
H 0.131 1.496 -1.979
H -1.577 2.201 -2.708
H -1.668 0.407 -2.376
H -0.619 1.025 -3.741
H 0.414 -2.027 -1.762
H 1.630 -0.942 -2.001
H 0.438 -1.106 -3.113
C 0.640 1.619 2.016
C 0.332 0.201 1.795
N -0.143 -0.420 0.707
C -0.317 -1.793 1.024
C 0.100 -1.964 2.312
N 0.486 -0.710 2.771
H 0.004 2.020 2.818
H 1.687 1.724 2.332
H 0.472 2.184 1.095
H -0.718 -2.498 0.316
H 0.148 -2.854 2.908
H 0.835 -0.482 3.696
*
```